1.
Density functional theory data (wB97M-V/def2-TZVPD) for a molecular structure, C3H2Cl2O at a distorted geometry.

The value obtained for the total energy is -30233.914 eV. As for the HOMO energy: -10.25 eV. For the relative energy (zero: lowest compared OMol25 entry of this formula, charge and spin), the calculation gives 31.84 kcal per mole. For the HOMO-LUMO gap, the calculation gives 9.083 eV. The calculation puts the molecular weight at 124.95 g/mol.

Geometry as ORCA input:
```
! wB97M-V def2-TZVPD RIJCOSX def2/J DEFGRID3
* xyz 0 1
Cl -1.4922 2.4336 0.1654
Cl -2.1831 -2.1274 0.1756
O -3.7345 0.2263 -0.1761
C -2.5860 0.0957 -0.1310
C -1.3182 0.8106 -0.2724
C -0.2217 0.2975 -0.7882
H -0.3546 -0.6713 -1.2064
H 0.5826 0.8005 -1.1602
*
```

Atomic partial charges in e from the Löwdin method, atoms 1 to 5: 0.764 0.122 0.153 -0.443 -0.757

2.
Density functional theory data (wB97M-V/def2-TZVPD) for a molecular structure, C25H24CeF5IN2O8 at a distorted geometry.

The value obtained for the total energy is -80294.222 eV. As for the HOMO energy: -8.68 eV. For the relative energy (zero: lowest compared OMol25 entry of this formula, charge and spin), the calculation gives 0.00 kcal per mole. For the HOMO-LUMO gap, the calculation gives 7.201 eV. The calculation puts the molecular weight at 842.48 g/mol.

Geometry as ORCA input:
```
! wB97M-V def2-TZVPD RIJCOSX def2/J DEFGRID3
* xyz 0 1
Ce -0.5991 -0.3111 0.6422
I 0.6386 -1.7445 3.2288
F -1.8723 1.9146 0.3205
F -0.1383 3.0717 -2.5258
F -2.2826 3.1344 -2.1650
F -0.9263 4.1883 -0.8492
F 0.2886 1.8916 -0.0881
O 5.2174 0.3933 -2.1085
O -2.1570 -0.1342 2.2030
O 0.0885 -0.9817 -1.2752
O -0.9798 -2.4954 0.7099
O -2.8435 -0.6889 -0.5143
O -2.5773 -2.0215 3.3506
O 0.0443 1.3723 2.5724
O -1.7820 -4.5490 1.0494
N 2.0475 -0.1950 0.7183
N 1.1013 0.6597 -4.2780
C -2.7984 -1.2845 2.4203
C 0.6403 2.5710 3.0556
C 2.3242 1.0752 -3.9187
C -1.0805 3.0662 -1.5794
C -1.9465 -3.3879 0.7719
C -1.0040 -0.4428 -3.7815
C 4.2533 1.4073 -2.3809
C -5.1762 -0.8503 -0.6267
C 3.2968 -0.7947 4.1927
C 2.1132 0.1639 -1.7207
C -3.2979 -2.7976 0.3936
C 4.0654 0.5540 1.9130
C -3.1558 -2.0447 -0.9470
C -4.0259 -0.5222 0.3262
C 2.4813 -0.8180 3.0672
C 4.8746 0.5778 3.0340
C -3.8140 -1.6490 1.3335
C 2.6805 -0.0517 -0.3941
C -4.5226 -1.8628 -1.5901
C -0.9810 1.7971 -0.7774
C 0.3711 0.0013 -3.4036
C 4.5003 -0.1126 4.1752
C 2.8832 0.8628 -2.6790
C 0.8501 -0.2827 -2.0987
C 2.8726 -0.1777 1.8915
H -4.4151 -1.4426 -2.5893
H -1.2348 -0.0858 -4.7818
H -0.8221 1.2192 2.9817
H 1.6373 2.6262 2.6232
H -6.0256 -1.2644 -0.0843
H 5.1253 -0.0991 5.0578
H 3.7683 -0.0710 -0.3923
H -4.0253 0.4788 0.7436
H 4.5764 2.0362 -3.2155
H 2.9788 -1.3058 5.0911
H -2.3540 -2.3960 -1.5905
H -4.0216 -3.6075 0.3256
H -1.7319 -0.0524 -3.0655
H 4.2391 2.0406 -1.4911
H -1.0760 -1.5326 -3.7580
H -4.7293 -1.9461 1.8453
H -5.5135 0.0418 -1.1509
H 2.8776 1.6265 -4.6718
H 0.0667 3.4456 2.7446
H 0.7250 2.5427 4.1426
H -5.0636 -2.8043 -1.6671
H 5.7917 1.1513 3.0163
H 5.1990 -0.2414 -2.8328
H 4.3557 1.1383 1.0510
*
```

Atomic partial charges in e from the Löwdin method, atoms 1 to 5: 1.117 1.430 -0.028 0.162 0.157

3.
Density functional theory data (wB97M-V/def2-TZVPD) for a molecular structure, C27H25N7OPdS2.

The value obtained for the total energy is -66033.681 eV. As for the HOMO energy: -1.00 eV. For the relative energy (zero: lowest compared OMol25 entry of this formula, charge and spin), the calculation gives 0.00 kcal per mole. For the HOMO-LUMO gap, the calculation gives 5.392 eV. The calculation puts the molecular weight at 634.10 g/mol.

Geometry as ORCA input:
```
! wB97M-V def2-TZVPD RIJCOSX def2/J DEFGRID3
* xyz -2 1
Pd 1.2068 0.2749 -2.5696
S 3.0040 -0.2864 -1.2159
S 3.8350 -2.1518 0.8214
O -3.2985 -1.6132 -1.2583
N 1.3176 -1.3820 0.7076
N -1.6292 5.2220 -0.4088
N -0.9201 2.7150 -2.7964
N -0.8532 4.2664 -0.9529
N -0.4106 0.8185 -3.8475
N 0.2765 -0.5251 0.3691
N -1.3855 5.3126 0.8477
C 0.0046 2.0604 -3.5857
C 2.4486 -1.2176 0.1363
C 1.0308 2.7989 -4.3868
C 1.1438 3.0793 2.3705
C -3.1084 1.9001 0.9337
C -0.8824 -1.0737 0.2920
C -2.0362 1.0166 0.9132
C -4.2734 1.5289 0.2535
C 2.6643 -6.5757 2.9996
C 1.4942 2.3993 1.1818
C -0.8742 4.0823 -2.3921
C 0.9072 2.6929 -0.0242
C -3.2409 -0.5784 -0.5294
C 2.6805 -4.2897 2.2040
C -2.0698 -0.1946 0.2274
C 0.1908 4.0711 2.3847
C 1.8075 -4.6615 1.1813
C -4.3451 0.3394 -0.4374
C 3.1291 -2.8602 2.3330
C -0.4112 4.3900 1.1614
C 1.7897 -6.9335 1.9856
C 1.3627 -5.9689 1.0786
C -1.9057 1.7967 -2.4659
C -1.5734 0.6467 -3.0955
C 3.1023 -5.2603 3.1062
C -0.0512 3.7098 -0.0011
C -1.0745 -2.5639 0.3753
H -2.1293 -2.8194 0.3723
H 0.0160 4.5339 -2.8312
H -0.1003 4.5785 3.2955
H -0.5709 -2.9318 1.2738
H -2.0749 -0.3064 -3.0237
H 3.0077 -7.3189 3.7105
H 0.5643 3.5286 -5.0635
H 3.7847 -4.9817 3.9028
H 1.4414 -7.9561 1.9003
H 1.6237 2.7877 3.2972
H -5.2429 0.0657 -0.9831
H 3.8773 -2.7688 3.1223
H 1.4793 -3.9029 0.4814
H -2.6843 2.0197 -1.7537
H -3.0470 2.8375 1.4738
H 1.7526 3.3158 -3.7541
H 1.1380 2.1031 -0.9103
H 2.2094 1.5867 1.2126
H 1.5741 2.0623 -4.9726
H -5.1355 2.1921 0.2641
H -1.1227 1.2609 1.4448
H -1.7544 4.6338 -2.7268
H -0.6063 -3.0470 -0.4858
H 0.6741 -6.2351 0.2858
H 2.2728 -2.2234 2.5709
*
```

Atomic partial charges in e from the Löwdin method, atoms 1 to 5: 0.167 0.376 0.803 -0.119 -0.100

4.
Density functional theory data (wB97M-V/def2-TZVPD) for 2 unconnected molecules or ions with the total composition C17H21N6O4S.

The value obtained for the total energy is -45922.340 eV. As for the HOMO energy: -11.78 eV. For the HOMO-LUMO gap, the calculation gives 8.084 eV. The calculation puts the molecular weight at 405.46 g/mol.

Geometry as ORCA input:
```
! wB97M-V def2-TZVPD RIJCOSX def2/J DEFGRID3
* xyz 1 1
S -2.1237 -3.7664 -3.9613
O -3.9318 1.2301 1.5968
O 3.1388 2.4655 -1.9483
O 2.2574 3.9924 -0.7233
O -1.6350 0.3757 2.9553
N -2.9022 -0.8716 1.4371
N -2.5011 -3.1299 -2.4371
N -3.4465 -2.8477 -0.4442
N -1.9305 -2.0292 -1.8319
N -2.2138 -0.9113 0.2251
N 3.2059 3.3360 -1.1001
C 5.6163 2.8880 -0.9200
C 0.2375 -0.5633 0.0925
C 6.8496 3.1558 -0.3506
C -4.0435 0.0637 1.3831
C -1.5420 -1.9840 3.1875
C -3.3945 -3.5866 -1.5383
C 4.6065 4.5661 0.4996
C -2.5187 -1.8813 -0.6295
C -4.6791 -5.8189 -1.6406
C -1.1549 0.0413 -0.1170
C 6.9641 4.1239 0.6385
C -1.9950 -0.6950 2.5705
C -4.2110 -4.7226 -1.6986
C 4.5135 3.6016 -0.4870
C -5.3572 -0.5555 1.0198
C 1.2829 0.0504 -0.8304
C 5.8439 4.8251 1.0646
H -1.2695 0.3841 -1.1419
H 0.2256 -1.6399 -0.0722
H -6.0886 -0.1637 1.7181
H 3.7328 5.1108 0.8244
H 5.5216 2.1379 -1.6905
H -5.3562 -1.6332 1.1009
H 2.1909 -0.5395 -0.7617
H -1.2332 0.9102 0.5225
H 0.5578 -0.4232 1.1192
H -0.9922 -2.5363 2.4298
H -0.8845 -4.2096 -3.6713
H -5.0848 -6.7946 -1.5569
H 0.9683 0.0274 -1.8717
H 5.9350 5.5771 1.8354
H 7.7230 2.6116 -0.6809
H -2.4189 -2.5733 3.4351
H -1.2123 -1.5017 -2.3006
H 7.9302 4.3341 1.0773
H 1.5535 1.0579 -0.5507
H -0.9266 -1.7560 4.0421
H -5.6645 -0.2256 0.0353
*
```

Atomic partial charges in e from the Löwdin method, atoms 1 to 5: 0.937 0.167 0.055 0.079 0.161